{"formula": "C24H27F16N2O5S2", "method": "ωB97M-V/def2-TZVPD", "species": ["O", "C", "O", "C", "C", "C", "N", "C", "C", "C", "C", "C", "S", "C", "S", "N", "C", "C", "O", "C", "C", "H", "H", "H", "H", "H", "H", "H", "H", "H", "H", "H", "H", "H", "H", "H", "H", "H", "H", "H", "C", "C", "C", "F", "F", "F", "F", "O", "C", "C", "F", "F", "F", "F", "H", "H", "H", "H", "C", "C", "C", "F", "F", "F", "F", "O", "C", "C", "F", "F", "F", "F", "H", "H", "H", "H"], "xyz": [[3.412421, -1.393815, -3.474718], [2.222259, -1.987227, -3.354318], [1.856533, -2.605753, -2.040395], [1.061836, -2.065898, -4.529152], [-0.005836, -3.309066, -4.493799], [-1.181214, -3.318434, -5.667971], [-1.255880, -2.214925, -6.712202], [-0.303738, -1.041594, -6.814690], [0.904210, -0.913952, -5.715086], [1.894050, 0.387193, -5.800341], [1.894916, 1.365923, -4.489928], [0.554179, 1.323690, -3.560163], [-0.817954, 2.470790, -4.221591], [-2.478571, 1.932310, -3.443105], [-2.482249, 1.425846, -1.816655], [-3.669196, 1.972855, -4.376678], [-3.328284, 0.996277, -5.489377], [-4.606963, 0.051151, -5.887854], [-4.919681, -0.777529, -4.713944], [-5.274149, 0.025746, -3.534278], [-4.973245, 1.640945, -3.687670], [0.973969, -2.175973, -1.786017], [0.033228, -4.152579, -3.651344], [-1.980279, -4.173070, -5.668618], [-2.040472, -2.246875, -7.417702], [-0.420364, -0.210385, -7.629829], [1.545603, 1.024336, -6.744709], [3.025962, 0.100267, -6.038578], [2.837461, 1.190341, -3.822229], [1.983287, 2.478534, -4.905206], [0.860072, 1.800129, -2.508869], [0.125659, 0.264770, -3.318283], [-2.828648, 1.564448, -6.381821], [-2.502819, 0.262606, -5.036144], [-5.493683, 0.721160, -6.270807], [-4.266898, -0.622992, -6.800177], [-6.458225, -0.069173, -3.414844], [-4.832473, -0.423724, -2.527663], [-5.131355, 2.212958, -2.654464], [-5.837351, 2.060490, -4.395590], [0.091930, 0.064704, 2.291979], [-1.080055, -0.026429, 1.302324], [-2.199460, 0.984325, 1.533548], [-2.766133, 0.865561, 2.753163], [-3.199116, 0.804958, 0.628507], [-1.554355, -1.300651, 1.291021], [-0.567157, 0.186195, 0.048777], [0.057601, -0.836891, 3.402850], [-0.741063, -0.414525, 4.506963], [-1.971986, -1.302485, 4.731852], [-2.749138, -1.379743, 3.621732], [-2.760873, -0.805365, 5.722548], [-1.052800, 0.894883, 4.351415], [0.071005, -0.476122, 5.597360], [0.990451, -0.229613, 1.734736], [0.294119, 1.095478, 2.607616], [-1.834214, 2.009584, 1.418770], [-1.676814, -2.318765, 5.004965], [3.439888, 0.019703, 8.591234], [2.920802, 1.339079, 7.998723], [2.478644, 1.261323, 6.540434], [3.474205, 0.878149, 5.712957], [2.064676, 2.480534, 6.101415], [3.856209, 2.308253, 8.184316], [1.840412, 1.721838, 8.750990], [4.859480, -0.161528, 8.592887], [5.414820, -0.640511, 7.369165], [6.316758, 0.388987, 6.675722], [5.665298, 1.556975, 6.443983], [6.738747, -0.065487, 5.464801], [4.412767, -1.088400, 6.574678], [6.146901, -1.739383, 7.698946], [3.169228, 0.031000, 9.654764], [2.916107, -0.855275, 8.187417], [1.640482, 0.568078, 6.419482], [7.196518, 0.611765, 7.284764]], "atomic_forces_ev_per_a": [[-8.260, -4.169, 0.250], [4.810, 2.563, 1.041], [-0.764, 2.550, -3.565], [-2.923, -0.739, -2.131], [-0.349, 3.355, -3.082], [2.989, 2.477, 1.063], [2.718, 0.106, 2.581], [1.562, -2.395, 4.011], [-1.763, -2.095, -0.021], [-0.040, 0.193, -0.942], [-0.472, 0.917, -0.120], [0.644, 0.282, 2.092], [-0.968, -1.195, 0.038], [-0.372, -0.490, 0.777], [-0.243, 1.158, -3.550], [2.336, -1.190, 2.317], [0.640, -1.241, -0.436], [0.950, 0.983, -0.225], [0.461, 1.791, -0.677], [-1.682, 0.678, 1.297], [-1.841, -0.090, -0.326], [1.482, -0.932, -0.436], [-0.140, 2.063, -2.207], [1.602, 2.034, -0.300], [1.188, -0.102, 1.165], [-0.059, -2.018, 1.651], [0.536, -1.497, 2.052], [-2.624, 0.164, 0.635], [-1.933, 0.088, -1.265], [-0.103, -2.408, 0.867], [-0.665, -1.185, -2.296], [0.730, 1.907, -0.659], [-1.215, -1.044, 1.523], [-1.746, 1.219, -1.265], [1.511, -1.416, 0.888], [-0.825, 1.097, 2.119], [2.445, 0.315, -0.198], [-0.488, 0.840, -2.525], [0.774, -1.457, -2.308], [1.997, -0.826, 1.459], [1.123, -0.057, -0.037], [0.267, -0.981, 0.386], [-0.848, 0.616, -0.111], [0.027, 0.148, -0.651], [0.187, -0.337, 0.332], [-0.061, 0.401, -0.076], [-0.022, 0.260, 0.296], [-1.601, 0.712, 0.712], [1.592, 0.884, -1.034], [-0.967, -0.550, 0.188], [0.513, -0.166, 0.386], [0.634, 0.118, -0.232], [0.063, -0.669, 0.760], [-0.708, -0.455, -0.273], [-0.320, -0.149, 0.070], [-0.338, -0.204, -0.060], [0.183, -0.089, -0.011], [0.230, 0.121, 0.001], [-0.127, -0.512, 1.003], [0.764, 0.392, 0.690], [-0.676, 0.303, -0.603], [-0.427, 0.262, -0.033], [0.001, 0.018, 0.284], [-0.315, -0.235, -0.264], [-0.021, -0.358, -0.519], [0.186, 0.023, -1.951], [-1.269, -0.894, 1.542], [0.491, 0.776, -0.439], [0.381, -0.445, 0.321], [-0.258, -0.298, 0.403], [0.899, -0.171, -0.028], [0.063, 0.762, -0.317], [0.180, 0.248, -0.239], [0.141, 0.340, -0.171], [0.249, 0.095, 0.257], [-0.116, -0.201, 0.128]], "lowdin_charge": [0.041, -0.233, 0.001, 0.036, 0.082, 0.064, 0.032, 0.081, -0.018, -0.164, -0.237, -0.478, 0.794, -0.906, 0.751, -0.187, -0.193, -0.169, -0.208, -0.171, -0.183, 0.130, 0.141, 0.142, 0.156, 0.151, 0.126, 0.148, 0.119, 0.128, 0.103, 0.067, 0.121, 0.107, 0.140, 0.126, 0.140, 0.123, 0.140, 0.137, -0.049, -0.434, -0.311, 0.095, -0.023, 0.120, 0.029, 0.037, -0.465, -0.259, 0.087, 0.101, 0.127, 0.123, 0.151, 0.151, 0.177, 0.177, -0.052, -0.426, -0.295, 0.084, 0.091, 0.124, 0.104, 0.034, -0.476, -0.262, 0.085, 0.092, 0.118, 0.138, 0.153, 0.146, 0.147, 0.177], "e_lumo_ev": -5.851, "charge": 1, "total_energy_ev": -103673.8686, "e_homo_ha": -0.404, "orbital_gap_ha": 0.189}